#i
Formula: C4H13N2P
Source: the OMol25 dataset
Level of theory: the ωB97M-V functional and the def2-TZVPD basis

Calculated values
* spin multiplicity: 1
* charge: 0
* E_HOMO (alpha / beta): -6.79 / -6.55 eV
* frontier orbital gap (alpha / beta): 7.433 / 7.539 eV

Geometry as XYZ:
```
20
C4H13N2P (the ωB97M-V functional and the def2-TZVPD basis)
C 0.11 0.02 1.63
C 1.83 0.73 -0.10
C -0.24 2.24 0.21
C 0.43 0.86 0.42
N -1.82 -1.60 -0.03
N -0.19 -2.25 -1.79
P -1.18 -0.86 -1.38
H 0.05 -1.11 1.37
H 0.89 0.11 2.29
H -0.80 0.37 2.11
H 2.19 -0.29 -0.11
H 2.45 1.43 0.52
H 1.80 0.94 -1.24
H -1.19 2.46 0.79
H 0.36 3.11 0.38
H -0.42 2.29 -0.88
H -2.10 -2.55 -0.13
H -2.27 -0.95 0.47
H -0.62 -2.92 -2.38
H 0.71 -2.02 -2.15
```

Here are the Mulliken charges for atoms 1 to 2, given in e: number 1, C, carries -1.547; number 2, C, carries -1.297

---

#ii
Formula: C4H13N2P
Source: the OMol25 dataset
Level of theory: the ωB97M-V functional and the def2-TZVPD basis

Calculated values
* spin multiplicity: 1
* charge: 0
* E_HOMO (alpha / beta): -8.56 / -8.03 eV
* frontier orbital gap (alpha / beta): 8.070 / 8.231 eV

Geometry as XYZ:
```
20
C4H13N2P (the ωB97M-V functional and the def2-TZVPD basis)
C 2.00 1.15 0.16
C 1.39 -1.00 -0.69
C -1.15 1.63 1.03
C -1.77 -1.63 0.11
N 1.36 -0.14 0.36
N -1.07 0.95 -0.29
P -1.92 -0.19 -0.98
H 2.98 0.76 0.11
H 1.99 1.77 -0.72
H 1.66 1.79 0.98
H 1.49 -2.06 -0.43
H 0.42 -0.94 -1.39
H 2.18 -0.94 -1.52
H -0.22 2.27 1.19
H -1.99 2.26 1.15
H -1.28 0.90 1.90
H -1.87 -1.43 1.21
H -0.76 -1.99 -0.09
H -2.43 -2.45 -0.18
H -0.99 -0.70 -1.90
```

Here are the Mulliken charges for atoms 1 to 2, given in e: number 1, C, carries -0.914; number 2, C, carries -0.806

---

Which structure wins on stability? #i wins.

---

#i
Formula: C4H13N2P
Source: the OMol25 dataset
Level of theory: the ωB97M-V functional and the def2-TZVPD basis

Calculated values
* spin multiplicity: 1
* charge: 0
* E_HOMO: -7.83 eV
* frontier orbital gap: 8.744 eV
* SMILES: CC(C)(C)P(N)N

Geometry as XYZ:
```
20
C4H13N2P (the ωB97M-V functional and the def2-TZVPD basis)
C 0.42 -1.18 -0.39
C -1.84 -0.54 0.32
C -0.76 0.64 -1.55
C -0.45 0.00 -0.23
N 1.88 1.51 0.36
N 0.77 0.00 2.19
P 0.35 1.22 1.05
H 1.36 -1.02 -0.84
H 0.70 -1.62 0.50
H -0.16 -1.95 -1.10
H -2.76 0.13 0.46
H -1.72 -1.13 1.18
H -2.06 -1.15 -0.47
H -1.60 1.17 -1.47
H 0.13 1.10 -1.88
H -0.98 -0.06 -2.28
H 2.59 0.76 0.80
H 1.79 1.61 -0.61
H 0.91 0.42 3.07
H -0.10 -0.61 2.29
```

Here are the Mulliken charges for atoms 1 to 2, given in e: number 1, C, carries -1.485; number 2, C, carries -1.591

---

#ii
Formula: C4H13N2P
Source: the OMol25 dataset
Level of theory: the ωB97M-V functional and the def2-TZVPD basis

Calculated values
* spin multiplicity: 1
* charge: 0
* E_HOMO: -8.43 eV
* frontier orbital gap: 9.457 eV
* SMILES: CP(C)N.C=NC

Geometry as XYZ:
```
20
C4H13N2P (the ωB97M-V functional and the def2-TZVPD basis)
C -3.68 -0.64 -0.79
C -2.37 0.04 0.94
C 2.71 -1.07 0.18
C 1.21 1.01 0.93
N 1.89 0.80 -1.71
N -3.65 0.22 0.20
P 1.18 -0.25 -0.46
H -2.88 -1.29 -1.18
H -4.56 -0.63 -1.39
H 2.76 0.37 -2.12
H -2.07 -0.99 1.09
H -1.60 0.63 0.50
H -2.60 0.55 1.87
H 2.34 -1.72 1.04
H 3.36 -1.50 -0.61
H 3.21 -0.19 0.67
H 0.29 1.60 0.92
H 1.31 0.43 1.83
H 1.94 1.75 0.65
H 1.21 0.90 -2.56
```

Here are the Mulliken charges for atoms 1 to 2, given in e: number 1, C, carries -0.255; number 2, C, carries -0.618

---

Which structure wins on stability? #i wins.

---

#i
Formula: C27H55F5N3O4
Source: the OMol25 dataset
Level of theory: the ωB97M-V functional and the def2-TZVPD basis

Calculated values
* spin multiplicity: 2
* charge: 0
* E_HOMO (alpha / beta): -8.74 / -9.16 eV
* frontier orbital gap (alpha / beta): 9.172 / 9.209 eV

Geometry as XYZ:
```
94
C27H55F5N3O4 (the ωB97M-V functional and the def2-TZVPD basis)
C -5.37 3.97 3.56
O -5.15 3.85 2.12
C -4.24 2.73 1.97
C -3.79 2.52 0.43
C -2.83 1.24 0.43
C -1.93 1.12 -0.93
C -0.48 0.64 -0.43
C 0.44 0.01 -1.58
C 1.24 1.07 -2.45
C 2.81 1.21 -2.08
C 3.54 0.10 -2.93
F 2.93 -1.19 -2.85
F 3.45 0.45 -4.31
C 5.08 -0.16 -2.65
F 5.55 -0.93 -3.74
F 5.29 -1.02 -1.54
F 5.89 0.96 -2.62
C 3.20 2.64 -2.76
C 3.22 3.81 -1.68
C 1.79 4.20 -1.08
C 3.72 5.13 -2.47
N 4.28 3.50 -0.69
O 5.45 3.54 -1.27
C 4.04 2.28 0.11
C 3.38 2.79 1.51
C 5.47 1.68 0.60
C 3.06 1.18 -0.50
H -4.85 4.90 3.98
H -6.48 3.94 3.82
H -4.91 3.08 4.11
H -4.71 1.77 2.36
H -3.32 2.97 2.59
H -4.74 2.29 -0.14
H -3.28 3.47 0.08
H -3.36 0.27 0.67
H -2.07 1.40 1.27
H -1.87 2.18 -1.34
H -2.39 0.44 -1.70
H 0.01 1.55 0.06
H -0.59 -0.13 0.40
H -0.25 -0.62 -2.24
H 1.15 -0.73 -1.07
H 0.69 2.07 -2.36
H 1.11 0.77 -3.55
H 4.17 2.61 -3.34
H 2.40 2.93 -3.53
H 1.78 5.22 -0.59
H 1.41 3.37 -0.42
H 1.07 4.27 -1.97
H 2.84 5.53 -3.06
H 4.52 4.88 -3.25
H 4.06 5.94 -1.75
H 2.84 3.78 1.41
H 2.76 1.97 2.01
H 4.24 2.99 2.25
H 6.19 2.49 0.93
H 5.90 0.92 -0.12
H 5.21 1.09 1.55
H 3.52 0.16 -0.24
H 2.10 1.23 0.12
C -0.04 -4.75 3.09
C 0.97 -4.39 2.02
C 1.76 -3.10 2.32
O 1.02 -1.90 2.10
C 0.16 -1.53 3.16
N 0.28 -4.31 0.72
H -0.94 -4.13 3.06
H -0.38 -5.78 2.97
H 0.39 -4.66 4.09
H 1.70 -5.21 1.97
H 2.61 -3.05 1.64
H 2.17 -3.11 3.34
H 0.57 -1.79 4.14
H -0.82 -1.99 3.02
H 0.02 -0.44 3.12
H 0.98 -4.16 -0.01
H -0.26 -3.44 0.72
C -5.45 -5.22 -1.12
C -4.32 -5.05 -0.12
C -4.24 -3.64 0.49
O -3.67 -2.66 -0.37
C -4.58 -2.11 -1.31
N -3.06 -5.43 -0.76
H -5.24 -4.75 -2.08
H -5.63 -6.28 -1.32
H -6.39 -4.80 -0.73
H -4.51 -5.75 0.71
H -3.57 -3.68 1.36
H -5.21 -3.31 0.87
H -5.60 -2.03 -0.91
H -4.58 -2.71 -2.22
H -4.23 -1.11 -1.57
H -2.31 -5.40 -0.06
H -2.81 -4.68 -1.40
```

Here are the Mulliken charges for atoms 1 to 2, given in e: number 1, C, carries -0.641; number 2, O, carries -0.381

---

#ii
Formula: C27H55F5N3O4
Source: the OMol25 dataset
Level of theory: the ωB97M-V functional and the def2-TZVPD basis

Calculated values
* spin multiplicity: 2
* charge: 0
* E_HOMO (alpha / beta): -8.14 / -9.08 eV
* frontier orbital gap (alpha / beta): 8.643 / 9.556 eV

Geometry as XYZ:
```
94
C27H55F5N3O4 (the ωB97M-V functional and the def2-TZVPD basis)
C -4.57 -6.06 1.59
O -3.53 -5.64 0.73
C -2.88 -4.45 1.12
C -1.83 -4.09 0.09
C -1.07 -2.83 0.49
C -0.25 -2.18 -0.64
C -0.25 -0.65 -0.49
C 0.85 0.08 -1.27
C 0.52 0.34 -2.75
C 0.12 1.80 -3.16
C 1.48 2.50 -3.40
F 2.35 2.23 -2.38
F 2.05 2.00 -4.53
C 1.57 4.05 -3.56
F 2.75 4.39 -4.02
F 1.41 4.65 -2.37
F 0.63 4.51 -4.38
C -0.62 1.71 -4.53
C -2.14 1.75 -4.42
C -2.71 0.55 -3.66
C -2.75 1.76 -5.83
N -2.48 3.05 -3.77
O -2.37 4.06 -4.54
C -2.04 3.25 -2.35
C -3.19 2.76 -1.43
C -1.86 4.74 -2.08
C -0.74 2.43 -2.03
H -5.54 -5.92 1.10
H -4.43 -7.12 1.83
H -4.57 -5.50 2.53
H -2.41 -4.58 2.11
H -3.62 -3.64 1.21
H -1.14 -4.94 0.01
H -2.33 -3.94 -0.88
H -0.44 -3.01 1.36
H -1.80 -2.06 0.79
H -0.74 -2.47 -1.58
H 0.78 -2.56 -0.67
H -1.25 -0.31 -0.80
H -0.16 -0.40 0.57
H 1.76 -0.53 -1.19
H 1.09 1.02 -0.76
H -0.30 -0.33 -3.04
H 1.37 0.05 -3.38
H -0.31 2.51 -5.21
H -0.34 0.76 -5.00
H -3.80 0.52 -3.77
H -2.44 0.53 -2.61
H -2.31 -0.36 -4.12
H -2.72 0.74 -6.22
H -2.20 2.41 -6.51
H -3.79 2.08 -5.78
H -3.78 1.97 -1.88
H -2.80 2.43 -0.46
H -3.87 3.59 -1.22
H -2.71 5.30 -2.49
H -0.93 5.14 -2.47
H -1.85 4.88 -1.00
H -0.11 3.08 -1.41
H -1.03 1.63 -1.36
C 1.72 1.87 4.97
C 2.04 2.49 3.61
C 0.80 2.97 2.84
O 0.04 1.93 2.25
C -0.87 1.27 3.11
N 2.85 1.55 2.85
H 1.32 0.86 4.87
H 2.63 1.80 5.57
H 1.00 2.47 5.52
H 2.65 3.38 3.79
H 1.13 3.59 2.01
H 0.16 3.59 3.48
H -1.30 1.95 3.85
H -0.39 0.43 3.63
H -1.67 0.86 2.49
H 3.19 2.00 2.00
H 2.25 0.80 2.52
C 4.99 -3.76 4.02
C 4.11 -2.53 4.24
C 2.64 -2.74 3.84
O 2.40 -2.67 2.45
C 2.69 -3.84 1.71
N 4.74 -1.38 3.59
H 5.24 -3.89 2.97
H 5.93 -3.66 4.56
H 4.49 -4.67 4.37
H 4.10 -2.33 5.32
H 2.06 -1.92 4.27
H 2.25 -3.68 4.25
H 2.48 -4.75 2.28
H 3.74 -3.85 1.38
H 2.06 -3.83 0.82
H 4.22 -0.54 3.81
H 4.61 -1.49 2.58
```

Here are the Mulliken charges for atoms 1 to 2, given in e: number 1, C, carries -0.728; number 2, O, carries -0.329

---

Which structure wins on stability? #ii wins.

---

#i
Formula: C3H9N2O
Source: the OMol25 dataset
Level of theory: the ωB97M-V functional and the def2-TZVPD basis

Calculated values
* spin multiplicity: 1
* charge: +1
* E_HOMO: -13.26 eV
* frontier orbital gap: 9.649 eV

Geometry as XYZ:
```
15
C3H9N2O (the ωB97M-V functional and the def2-TZVPD basis)
C -1.65 0.50 -0.66
C 0.99 1.16 0.19
C 0.20 -0.08 -0.08
N 0.50 -0.80 -1.18
N -0.15 -0.82 1.26
O -2.59 -0.09 -0.23
H -1.47 1.02 -1.54
H 1.94 0.97 0.61
H 0.51 1.79 0.82
H 1.25 1.78 -0.75
H -0.17 -1.39 -1.72
H 1.49 -0.98 -1.47
H -1.15 -1.13 1.35
H -0.12 -0.19 2.04
H 0.41 -1.73 1.37
```

Here are the Mulliken charges for atoms 1 to 2, given in e: number 1, C, carries 0.072; number 2, C, carries -1.565

---

#ii
Formula: C3H9N2O
Source: the OMol25 dataset
Level of theory: the ωB97M-V functional and the def2-TZVPD basis

Calculated values
* spin multiplicity: 1
* charge: +1
* E_HOMO: -14.26 eV
* frontier orbital gap: 9.098 eV

Geometry as XYZ:
```
15
C3H9N2O (the ωB97M-V functional and the def2-TZVPD basis)
C -0.41 0.82 -1.34
C -0.23 0.80 1.21
C 0.34 0.27 -0.13
N 1.68 0.42 -0.04
N -0.19 -1.60 0.09
O 2.64 -0.26 0.09
H -1.23 0.11 -1.63
H 0.26 0.63 -2.21
H -0.69 1.83 -0.87
H 0.16 0.38 2.08
H -0.17 1.84 1.28
H -1.34 0.56 1.11
H -1.18 -1.77 0.00
H 0.20 -2.02 -0.66
H 0.15 -2.00 1.01
```

Here are the Mulliken charges for atoms 1 to 2, given in e: number 1, C, carries -0.947; number 2, C, carries -1.421

---

#iii
Formula: C3H9N2O
Source: the OMol25 dataset
Level of theory: the ωB97M-V functional and the def2-TZVPD basis

Calculated values
* spin multiplicity: 1
* charge: +1
* E_HOMO: -14.08 eV
* frontier orbital gap: 10.519 eV

Geometry as XYZ:
```
15
C3H9N2O (the ωB97M-V functional and the def2-TZVPD basis)
C -1.78 -0.59 -0.51
C 2.36 0.36 0.92
C 0.98 0.01 0.61
N -1.82 0.54 -1.22
N 0.36 -0.15 -0.49
O -2.13 -0.55 0.73
H 2.36 1.11 1.67
H 2.92 0.72 0.05
H 2.78 -0.53 1.24
H 0.38 -0.14 1.58
H -1.75 0.59 -2.21
H -1.76 1.53 -0.73
H -1.87 -1.40 1.15
H 0.87 -0.01 -1.40
H -1.89 -1.50 -1.40
```

Here are the Mulliken charges for atoms 1 to 2, given in e: number 1, C, carries 0.263; number 2, C, carries -1.140

---

#iv
Formula: C3H9N2O
Source: the OMol25 dataset
Level of theory: the ωB97M-V functional and the def2-TZVPD basis

Calculated values
* spin multiplicity: 1
* charge: +1
* E_HOMO (alpha / beta): -12.70 / -13.04 eV
* frontier orbital gap (alpha / beta): 8.459 / 8.949 eV

Geometry as XYZ:
```
15
C3H9N2O (the ωB97M-V functional and the def2-TZVPD basis)
C -2.67 0.28 0.30
C 2.29 0.51 0.12
C -0.01 -0.52 -0.70
N -1.79 0.76 -0.44
N 0.80 0.42 0.15
O -0.22 -1.64 0.00
H -3.64 0.74 0.42
H -2.68 -0.63 1.04
H 2.73 -0.56 0.25
H 2.59 0.73 -0.97
H 2.57 1.20 0.92
H 0.01 -0.37 -1.74
H 0.57 0.12 1.15
H 0.19 1.26 -0.05
H -0.77 -2.29 -0.45
```

Here are the Mulliken charges for atoms 1 to 2, given in e: number 1, C, carries -0.138; number 2, C, carries -0.718

---

Which structure wins on stability? #iii wins.